(1)
Molecular formula: C2H5PS
Method: DFT, the ωB97M-V functional and the def2-TZVPD basis

Last column: Löwdin charge in e.
Positions of all 9 atoms, in Å:
C1 1.67 -0.41 0.43  -1.0536
C2 -0.76 -1.48 0.70  -0.3831
P1 3.28 -0.18 0.18  0.6632
S1 0.32 -0.78 -0.65  0.6883
H1 1.18 -0.28 1.98  0.1736
H2 -0.25 -2.25 1.21  0.0200
H3 -1.48 -1.78 0.00  -0.0156
H4 -1.07 -0.63 1.29  0.0338
H5 3.62 -0.14 1.62  -0.1266

Properties
- net charge = 0
- E_HOMO (eV) = -8.47
- energy relative to the best compared isomer or geometry (same formula, charge and spin) (eV) = 2.666
- multiplicity = 1
- E_tot (Ha) = -818.5999

(2)
Molecular formula: C2H5PSi
Method: DFT, the ωB97M-V functional and the def2-TZVPD basis

Last column: Löwdin charge in e.
Positions of all 9 atoms, in Å:
Si1 2.42 -0.78 0.03  0.3105
P1 1.67 1.25 -0.02  0.3509
H1 1.85 -1.81 0.96  -0.1590
H2 3.82 -1.25 -0.42  -0.1356
H3 2.75 1.63 -0.62  -0.3649
C1 -3.13 -0.37 0.09  -0.0067
C2 -3.11 0.85 -0.05  -0.0047
H4 -3.14 -1.42 0.24  0.0070
H5 -3.11 1.89 -0.21  0.0025

Properties
- net charge = 0
- E_HOMO (eV) = -8.56
- energy relative to the best compared isomer or geometry (same formula, charge and spin) (eV) = 1.268
- SMILES = [SiH2]=P.C#C
- multiplicity = 1
- E_tot (Ha) = -709.8804

(3)
Molecular formula: C2H5PSi
Method: DFT, the ωB97M-V functional and the def2-TZVPD basis

Last column: Löwdin charge in e.
Positions of all 9 atoms, in Å:
C1 0.75 0.14 0.11  -0.7218
C2 -0.58 -0.43 0.29  -0.7328
Si1 -0.22 -0.07 -1.50  0.6678
P1 -0.37 1.18 1.09  0.8115
H1 1.76 -0.17 0.56  0.0765
H2 -0.71 -1.31 0.76  0.0049
H3 -0.91 1.23 -1.78  -0.0488
H4 0.08 -1.06 -2.55  -0.0628
H5 0.20 0.49 3.02  0.0054

Properties
- net charge = 0
- E_HOMO (eV) = -8.79
- energy relative to the best compared isomer or geometry (same formula, charge and spin) (eV) = 1.710
- multiplicity = 1
- E_tot (Ha) = -709.8641

(4)
Molecular formula: C2H6
Method: DFT, the ωB97M-V functional and the def2-TZVPD basis

Last column: Löwdin charge in e.
Positions of all 8 atoms, in Å:
C1 -0.73 0.34 -0.17  -0.1722
C2 0.67 -0.46 0.12  -0.1559
H1 -0.63 1.42 -0.31  0.0384
H2 -0.89 0.39 -1.20  0.0034
H3 -1.41 -0.10 0.79  0.1408
H4 1.50 -0.27 -0.32  -0.0694
H5 0.42 -1.55 -0.04  0.0780
H6 1.07 0.22 1.13  0.1371

Properties
- net charge = 0
- E_HOMO (eV) = -10.66
- energy relative to the best compared isomer or geometry (same formula, charge and spin) (eV) = 3.110
- SMILES = CC
- multiplicity = 1
- E_tot (Ha) = -79.6776

(5)
Molecular formula: C2H6AlBF3FeO3S
Method: DFT, the ωB97M-V functional and the def2-TZVPD basis

Last column: Löwdin spin population.
Positions of all 18 atoms, in Å:
C1 1.67 -1.05 1.11  0.0647
B1 1.44 -0.03 -0.17  0.1629
O1 2.21 1.23 -0.35  0.0166
Al1 -0.01 -0.48 -1.61  0.2472
S1 -1.96 -0.80 -0.38  -0.0236
O2 -3.16 -1.24 -1.25  0.2683
O3 -1.63 -1.88 0.68  0.1559
C2 -2.31 0.91 0.41  -0.0051
F1 -1.30 1.17 1.47  -0.0011
F2 -3.69 0.91 0.95  -0.0007
F3 -2.24 1.91 -0.72  0.0016
H1 0.67 -1.23 1.74  0.0006
H2 2.11 -2.08 0.71  -0.0012
H3 2.44 -0.52 1.83  0.0075
H4 1.51 1.95 -0.29  -0.0044
H5 0.47 -1.79 -2.35  0.1065
H6 -0.14 0.80 -2.58  0.2524
Fe1 3.91 2.21 0.80  3.7521

Properties
- net charge = +2
- E_HOMO (spin up / spin down) (eV) = -17.27 / -16.61
- multiplicity = 6
- E_tot (Ha) = -2533.2053

(6)
Molecular formula: C2H6AlFOPb
Method: DFT, the ωB97M-V functional and the def2-TZVPD basis

Last column: Löwdin charge in e.
Positions of all 12 atoms, in Å:
Al1 -4.74 -1.51 -2.66  1.2009
Pb1 1.37 -1.44 -3.83  1.9431
F1 -1.24 -3.05 -2.15  -0.2951
C1 0.63 1.12 1.81  0.1195
C2 0.51 0.77 0.37  -0.1329
O1 0.77 -0.64 0.16  0.1987
H1 0.14 0.39 2.45  0.1495
H2 0.18 2.10 1.97  0.1651
H3 1.66 1.02 2.15  0.1821
H4 1.17 1.43 -0.19  0.1574
H5 -0.49 1.01 0.03  0.1814
H6 0.04 -1.20 -0.10  0.1303

Properties
- net charge = +4
- E_HOMO (eV) = -24.97
- energy relative to the best compared isomer or geometry (same formula, charge and spin) (eV) = 2.661
- multiplicity = 1
- E_tot (Ha) = -687.9421

(7)
Molecular formula: C2H6AuO2
Method: DFT, the ωB97M-V functional and the def2-TZVPD basis

Last column: Löwdin spin population.
Positions of all 11 atoms, in Å:
C1 -1.46 0.39 0.12  0.0055
C2 -0.18 -0.13 -0.49  0.0285
O1 0.89 0.13 0.47  0.1492
H1 -2.24 0.32 -0.65  0.0012
H2 -1.77 -0.21 0.98  0.0013
H3 -1.36 1.45 0.41  0.0010
H4 0.13 0.41 -1.39  0.0076
H5 -0.21 -1.21 -0.67  0.0040
H6 0.93 -0.62 1.30  0.0087
Au1 3.29 0.24 -0.36  1.8253
O2 1.98 -0.77 0.26  0.9677

Properties
- net charge = +2
- E_HOMO (spin up / spin down) (eV) = -19.41 / -21.94
- energy relative to the best compared isomer or geometry (same formula, charge and spin) (eV) = 3.584
- multiplicity = 4
- E_tot (Ha) = -364.7592

(8)
Molecular formula: C2H6BFO2S2
Method: DFT, the ωB97M-V functional and the def2-TZVPD basis

Last column: Löwdin charge in e.
Positions of all 14 atoms, in Å:
F1 3.63 2.34 1.30  -0.1084
B1 3.41 1.34 0.21  -1.0319
S1 1.93 1.51 -0.99  0.5249
S2 4.51 -0.18 -0.09  0.5089
H1 0.94 0.69 -0.38  -0.1216
H2 3.64 -1.28 0.18  -0.1011
O1 -0.67 -0.30 0.73  -0.3789
C1 -1.99 -0.54 0.73  -0.5204
C2 -2.52 -0.57 -0.78  -0.5623
O2 -3.84 -0.79 -0.78  -0.4365
H3 -2.63 0.19 1.25  0.0599
H4 -2.33 -1.48 1.18  0.0617
H5 -1.89 -1.31 -1.31  0.0516
H6 -2.17 0.37 -1.24  0.0539

Properties
- net charge = -2
- E_HOMO (eV) = 1.97
- multiplicity = 1
- E_tot (Ha) = -1151.2699

(9)
Molecular formula: C2H6BN
Method: DFT, the ωB97M-V functional and the def2-TZVPD basis

Last column: Löwdin charge in e.
Positions of all 10 atoms, in Å:
N1 -1.39 1.26 0.45  0.1255
B1 -0.34 0.39 0.01  -0.4004
C1 0.11 -1.18 -0.20  -0.0996
C2 1.12 0.04 -0.31  -0.1131
H1 -2.28 1.11 0.97  0.0819
H2 -1.48 2.33 0.28  0.1059
H3 0.50 -1.93 0.50  0.0579
H4 -0.33 -1.65 -1.11  0.0770
H5 1.64 0.03 -1.26  0.0615
H6 1.70 0.30 0.61  0.1035

Properties
- net charge = 0
- E_HOMO (eV) = -8.87
- energy relative to the best compared isomer or geometry (same formula, charge and spin) (eV) = 0.778
- SMILES = NB1CC1
- multiplicity = 1
- E_tot (Ha) = -159.3719

(10)
Molecular formula: C2H6BNO2
Method: DFT, the ωB97M-V functional and the def2-TZVPD basis

Last column: Löwdin charge in e.
Positions of all 12 atoms, in Å:
B1 0.10 0.14 0.83  -0.0905
C1 -1.22 2.03 -0.47  0.0153
C2 -0.11 1.47 0.08  -0.0838
N1 0.80 -1.86 2.27  -0.0151
O1 0.15 -2.01 -1.29  -0.0442
O2 0.52 -0.86 1.43  -0.0697
H1 -1.08 2.98 -1.00  0.0689
H2 -2.24 1.60 -0.34  0.0792
H3 0.76 2.00 -0.17  0.0636
H4 0.01 -2.47 -2.13  0.0492
H5 1.83 -1.87 2.28  0.0171
H6 0.48 -1.14 -1.50  0.0100

Properties
- net charge = 0
- E_HOMO (spin up / spin down) (eV) = -7.01 / -7.02
- energy relative to the best compared isomer or geometry (same formula, charge and spin) (eV) = 6.501
- multiplicity = 1
- E_tot (Ha) = -309.7203

(11)
Molecular formula: C2H6BNO2
Method: DFT, the ωB97M-V functional and the def2-TZVPD basis

Last column: Löwdin charge in e.
Positions of all 12 atoms, in Å:
B1 0.24 -0.84 0.78  -0.7893
C1 -0.77 1.00 -1.40  0.0181
C2 -0.73 -1.39 -0.25  0.0683
N1 -0.47 1.86 -0.63  0.0951
O1 1.52 -1.44 0.98  0.0942
O2 -0.11 0.29 1.48  0.0750
H1 -1.00 0.43 -2.23  0.0486
H2 -1.79 -1.06 -0.15  0.0241
H3 -0.50 -1.92 -1.29  0.0781
H4 -0.56 2.92 -0.72  0.1227
H5 2.19 -0.82 0.89  0.0394
H6 0.21 0.50 2.39  0.1258

Properties
- net charge = 0
- E_HOMO (spin up / spin down) (eV) = -7.05 / -7.89
- energy relative to the best compared isomer or geometry (same formula, charge and spin) (eV) = 4.011
- multiplicity = 1
- E_tot (Ha) = -309.8118

(12)
Molecular formula: C2H6BrClGaO
Method: DFT, the ωB97M-V functional and the def2-TZVPD basis

Last column: Löwdin charge in e.
Positions of all 12 atoms, in Å:
O1 0.97 -1.09 -1.16  -0.1361
C1 -0.36 -0.58 -1.23  -0.3724
C2 -0.66 0.49 -0.19  -0.3279
Ga1 0.23 0.22 1.61  -0.2760
Cl1 -0.64 1.80 2.99  -0.0931
Br1 2.61 0.66 1.49  -0.0416
H1 1.50 -0.68 -1.86  0.0771
H2 -1.03 -1.43 -1.07  0.0962
H3 -0.54 -0.17 -2.23  0.0948
H4 -1.74 0.51 -0.05  0.0367
H5 -0.35 1.46 -0.58  0.0378
H6 0.02 -1.20 2.27  -0.0956

Properties
- net charge = -1
- E_HOMO (eV) = -5.10
- multiplicity = 1
- E_tot (Ha) = -5114.1868

(13)
Molecular formula: C2H6BrNOSi
Method: DFT, the ωB97M-V functional and the def2-TZVPD basis

Last column: Löwdin charge in e.
Positions of all 12 atoms, in Å:
N1 -0.87 -1.10 1.33  0.1129
C1 0.44 -0.82 0.93  -0.7133
O1 1.33 -0.66 1.74  0.0565
C2 0.64 -0.45 -0.49  -0.7819
Si1 -0.27 1.38 -0.74  0.6891
Br1 -0.18 -1.71 -1.68  0.6636
H1 -1.53 -1.59 0.80  0.0435
H2 -0.89 -1.15 2.37  0.1295
H3 1.71 -0.36 -0.64  0.0516
H4 -0.53 1.77 -2.17  -0.0664
H5 0.39 2.34 -0.04  -0.1236
H6 -1.57 1.18 -0.03  -0.0614

Properties
- net charge = 0
- E_HOMO (eV) = -9.87
- energy relative to the best compared isomer or geometry (same formula, charge and spin) (eV) = 0.000
- SMILES = NC(=O)[C@H]([SiH3])Br
- multiplicity = 1
- E_tot (Ha) = -3073.2907

(14)
Molecular formula: C2H6BrOS
Method: DFT, the ωB97M-V functional and the def2-TZVPD basis

Last column: Löwdin charge in e.
Positions of all 11 atoms, in Å:
Br1 -27.80 18.50 9.61  -0.6569
C1 -29.93 21.31 9.33  -0.3107
S1 -28.53 22.44 9.45  0.7501
O1 -27.44 21.83 8.70  -0.5741
C2 -29.22 23.79 8.46  -0.3008
H1 -29.50 20.31 9.40  -0.1130
H2 -30.41 21.44 8.36  0.0443
H3 -30.59 21.50 10.17  0.0420
H4 -30.30 23.90 8.62  0.0389
H5 -29.12 23.59 7.39  0.0517
H6 -28.74 24.71 8.77  0.0284

Properties
- net charge = -1
- E_HOMO (eV) = -3.34
- energy relative to the best compared isomer or geometry (same formula, charge and spin) (eV) = 0.022
- multiplicity = 1
- E_tot (Ha) = -3127.2807

(15)
Molecular formula: C2H6BrP
Method: DFT, the ωB97M-V functional and the def2-TZVPD basis

Last column: Löwdin charge in e.
Positions of all 10 atoms, in Å:
C1 -0.86 0.82 0.31  -0.2050
C2 -0.06 -0.42 0.24  -0.4673
P1 1.61 -0.58 -0.19  0.6101
Br1 4.17 -0.06 -0.24  -0.1535
H1 -0.84 1.21 -0.81  0.1109
H2 -0.63 1.61 1.07  0.0885
H3 -1.88 0.36 0.54  0.0865
H4 -0.15 -1.18 1.03  0.0364
H5 1.60 -1.95 -0.01  -0.0424
H6 1.69 -0.22 -1.53  -0.0642

Properties
- net charge = 0
- E_HOMO (eV) = -8.75
- energy relative to the best compared isomer or geometry (same formula, charge and spin) (eV) = 3.057
- SMILES = CC=[PH2]Br
- multiplicity = 1
- E_tot (Ha) = -2995.0732

(16)
Molecular formula: C2H6ClCrN2O4
Method: DFT, the ωB97M-V functional and the def2-TZVPD basis

Last column: Löwdin spin population.
Positions of all 16 atoms, in Å:
Cr1 -2.32 -3.17 1.62  4.1042
Cl1 -1.76 -1.03 0.76  -0.0960
C1 1.99 -1.10 1.09  0.0006
N1 1.75 -2.44 1.67  0.0003
O1 0.92 -3.16 1.14  -0.0023
O2 2.49 -2.87 2.53  -0.0019
H1 2.61 -1.21 0.20  0.0000
H2 2.27 -0.48 1.94  0.0000
H3 0.98 -0.74 0.92  0.0006
C2 -1.53 2.14 -1.09  -0.0024
N2 -1.06 2.47 -2.44  -0.0002
O3 0.15 2.28 -2.65  0.0000
O4 -1.78 3.10 -3.22  -0.0004
H4 -0.64 2.34 -0.49  0.0000
H5 -1.70 1.07 -1.11  -0.0026
H6 -2.37 2.80 -0.85  0.0000

Properties
- net charge = +1
- E_HOMO (spin up / spin down) (eV) = -13.05 / -13.05
- energy relative to the best compared isomer or geometry (same formula, charge and spin) (eV) = 0.209
- multiplicity = 5
- E_tot (Ha) = -1994.3866

(17)
Molecular formula: C2H6ClFNOP
Method: DFT, the ωB97M-V functional and the def2-TZVPD basis

Last column: Löwdin charge in e.
Positions of all 13 atoms, in Å:
C1 -0.38 1.26 -0.67  -0.1981
N1 0.25 0.34 0.27  -0.4124
C2 -0.74 -0.61 0.82  -0.2506
O1 -1.32 -1.40 -0.24  -0.0948
P1 1.68 -0.32 -0.54  0.6141
F1 2.26 -1.30 0.65  -0.3687
Cl1 2.96 1.30 -0.12  0.1648
H1 -1.25 0.74 -1.24  0.1054
H2 -0.82 2.03 0.01  0.0920
H3 0.30 1.72 -1.42  0.0603
H4 -0.34 -1.41 1.35  0.0924
H5 -1.48 -0.02 1.33  0.1170
H6 -1.11 -2.33 -0.21  0.0784

Properties
- net charge = 0
- E_HOMO (eV) = -9.28
- energy relative to the best compared isomer or geometry (same formula, charge and spin) (eV) = 1.851
- SMILES = CN(CO)P(F)Cl
- multiplicity = 1
- E_tot (Ha) = -1111.2397

(18)
Molecular formula: C2H6ClFNOP
Method: DFT, the ωB97M-V functional and the def2-TZVPD basis

Last column: Löwdin charge in e.
Positions of all 13 atoms, in Å:
C1 -0.29 1.41 -0.17  -0.1747
N1 0.29 0.12 0.14  -0.4272
C2 -0.83 -0.83 0.43  -0.2983
O1 -1.73 -1.21 -0.64  -0.0367
P1 1.67 -0.41 -0.76  0.5391
F1 1.98 -1.53 0.38  -0.3684
Cl1 2.90 0.96 0.06  0.2758
H1 -0.84 1.65 0.63  0.0340
H2 0.65 2.02 -0.25  0.0376
H3 -0.87 1.60 -1.15  0.1148
H4 -0.34 -1.51 1.07  0.0943
H5 -1.41 -0.33 1.22  0.1239
H6 -1.17 -1.94 -0.96  0.0859

Properties
- net charge = 0
- E_HOMO (eV) = -9.38
- energy relative to the best compared isomer or geometry (same formula, charge and spin) (eV) = 2.347
- SMILES = CN(CO)P(F)Cl
- multiplicity = 1
- E_tot (Ha) = -1111.2214

(19)
Molecular formula: C2H6ClN
Method: DFT, the ωB97M-V functional and the def2-TZVPD basis

Last column: Löwdin charge in e.
Positions of all 10 atoms, in Å:
C1 1.84 1.35 0.32  -0.2271
N1 2.48 0.83 -0.62  -0.4423
Cl1 3.29 -0.68 -0.27  0.4887
H1 1.33 2.38 0.12  0.1005
H2 1.53 1.00 1.38  0.0951
C2 -0.58 -1.51 0.59  -0.0589
H3 -0.87 -0.50 0.68  -0.0186
H4 -0.26 -1.94 1.62  0.0563
H5 0.29 -1.61 -0.13  0.0211
H6 -1.38 -2.11 0.25  -0.0148

Properties
- net charge = 0
- E_HOMO (eV) = -10.44
- energy relative to the best compared isomer or geometry (same formula, charge and spin) (eV) = 2.283
- SMILES = C=NCl.C
- multiplicity = 1
- E_tot (Ha) = -594.6682

(20)
Molecular formula: C2H6ClN
Method: DFT, the ωB97M-V functional and the def2-TZVPD basis

Last column: Löwdin spin population.
Positions of all 10 atoms, in Å:
C1 -0.95 -1.60 0.73  0.0305
C2 0.28 1.38 -0.14  1.2708
N1 1.41 1.43 -0.77  0.3678
Cl1 -0.81 2.43 -1.03  0.2493
H1 -1.90 -2.21 1.00  0.0022
H2 -0.52 -1.52 1.71  0.0000
H3 -0.31 -2.42 0.21  0.0001
H4 -1.01 -0.59 0.19  0.0245
H5 1.58 1.83 -1.71  0.0308
H6 2.23 1.27 -0.18  0.0239

Properties
- net charge = 0
- E_HOMO (spin up / spin down) (eV) = -6.50 / -10.65
- energy relative to the best compared isomer or geometry (same formula, charge and spin) (eV) = 0.798
- multiplicity = 3
- E_tot (Ha) = -594.5578